93
Properties=species:S:1:pos:R:3:forces:R:3 method="wB97M-V/def2-TZVPD" e_tot_ha=-2788.989993 charge=-1 homo_energy_ev=-5.43 multiplicity=1 homo_lumo_gap_ev=6.89
C 5.325446 -2.363946 0.177311 0.61 0.16 -0.68
C 6.654286 -1.903062 -0.623991 0.09 -0.97 0.71
C 7.438227 -0.728718 0.175672 -0.41 -0.15 -0.86
C 7.727920 0.520072 -0.802213 0.78 0.76 1.00
C 6.879174 1.841930 -0.451610 -0.14 -0.53 0.07
C 5.274117 1.609040 -0.639780 1.22 -0.19 -0.60
C 4.706333 2.481199 -1.890575 0.03 -0.19 1.54
C 3.815178 3.702576 -1.321404 -0.27 -1.05 -1.53
C 2.726815 4.072666 -2.454460 -0.25 -0.48 0.65
C 1.249897 3.889805 -1.814970 -0.27 1.01 -2.07
C 0.574026 2.553635 -2.387738 -0.29 -0.35 1.97
C 0.898141 1.231133 -1.482045 -0.27 0.81 0.04
C -0.329124 0.216391 -1.707432 1.01 -1.15 0.31
C -1.154577 -0.131905 -0.393704 -2.09 -1.54 2.23
C -1.636868 0.881086 0.674146 -1.06 -2.81 -0.05
C -1.329033 2.438597 0.524523 0.03 4.75 -1.53
O -0.344460 2.903789 1.195582 -2.11 -2.13 -1.01
O -2.050660 3.296227 -0.294392 2.04 -4.90 2.99
C -2.479356 0.418028 1.919688 0.84 -1.90 -1.43
C -2.962344 1.539069 2.954876 -0.33 -0.49 -0.85
C -4.105926 2.461714 2.273770 -0.57 0.07 0.67
C -5.254320 1.611802 1.548003 -0.68 0.40 -0.70
C -5.081742 1.496745 -0.044742 0.52 0.35 0.72
O -6.283879 0.828768 -0.588639 1.74 -2.01 -0.92
C -5.833872 -0.393943 -1.180520 -0.47 -2.97 0.77
C -4.981999 -0.393585 -2.562939 0.35 1.17 1.34
O -6.062563 -1.499354 -0.637224 0.43 4.06 -1.72
C -2.886820 -1.083279 2.150195 2.15 1.09 -3.64
C -2.417121 -2.094182 1.077215 0.82 2.68 -0.79
C -1.568908 -1.630610 -0.145104 -0.94 1.45 1.79
C -1.257274 -2.930106 -1.000768 0.25 0.36 -0.74
O -0.748773 -3.099252 -2.130968 -1.54 0.79 3.94
N -1.718281 -4.092546 -0.177661 -0.05 0.60 1.41
C -0.582754 -4.646271 0.635977 0.23 -1.23 0.46
O 0.164077 -5.620908 -0.121305 0.62 2.24 1.07
C 1.456868 -5.117980 -0.550406 0.64 -1.23 -2.03
C 1.562768 -5.444375 -2.149449 0.25 0.52 0.69
C -2.644538 -3.657612 0.911552 -2.18 0.12 0.76
O -3.449085 -4.432588 1.504321 3.56 3.20 -2.23
H 4.819621 -3.268520 -0.319274 0.70 1.42 0.63
H 4.603788 -1.472415 0.195421 0.90 -1.45 0.30
H 5.658233 -2.695022 1.220577 -0.69 0.67 -1.32
H 6.433803 -1.630208 -1.719394 0.19 -0.19 1.76
H 7.331246 -2.832753 -0.666934 -0.88 1.36 -0.05
H 8.444202 -1.119777 0.558748 -1.51 0.46 -0.48
H 6.802603 -0.430199 1.090975 1.01 -0.26 -1.45
H 7.609258 0.229179 -1.899320 0.01 0.36 1.47
H 8.839207 0.807042 -0.647658 -1.66 -0.41 -0.43
H 7.238566 2.675451 -1.143906 -0.55 -1.01 0.92
H 7.134378 2.170787 0.622280 -0.40 -0.57 -1.55
H 4.723497 1.820423 0.340060 0.66 -0.13 -1.50
H 5.135792 0.487137 -0.867203 0.11 1.69 0.36
H 5.563100 2.937639 -2.490166 -1.06 -0.92 0.61
H 4.110089 1.740772 -2.538625 0.67 1.51 0.83
H 3.237674 3.292000 -0.422724 0.97 0.92 -1.10
H 4.482639 4.593528 -1.065187 -0.94 -1.30 -0.08
H 2.802236 3.294866 -3.301133 0.04 1.27 1.21
H 2.891889 5.095407 -2.949979 -0.26 -1.36 0.98
H 1.215124 3.993562 -0.679366 0.04 -0.49 -1.56
H 0.619979 4.770272 -2.229301 0.81 -1.40 0.77
H 0.902035 2.292793 -3.449092 -0.58 0.70 1.24
H -0.568502 2.702488 -2.294184 1.82 -0.24 -0.38
H 1.925637 0.782840 -1.773485 -1.76 0.48 0.29
H 0.984563 1.497687 -0.362042 -0.26 -0.21 -1.81
H 0.130580 -0.773612 -2.093296 -1.07 1.44 0.68
H -0.993570 0.599731 -2.552388 0.64 -0.43 1.34
H -2.104300 2.235416 3.271838 -1.14 -1.32 -0.48
H -3.410810 0.966287 3.853289 0.75 1.09 -1.34
H -4.624735 3.045865 3.130222 0.90 -0.91 -1.21
H -3.674832 3.265764 1.574249 -0.44 -1.49 0.88
H -6.269531 2.139930 1.720985 1.51 -0.82 -0.29
H -5.370163 0.538301 1.946565 0.36 1.55 -0.45
H -4.994502 2.497343 -0.583345 0.12 -1.27 1.00
H -4.159053 0.855810 -0.246583 -1.11 1.04 0.11
H -4.803293 0.692572 -2.886457 -0.41 -1.65 0.23
H -3.946093 -0.808212 -2.263419 -1.71 0.40 -0.62
H -5.479187 -1.025023 -3.372791 0.66 0.89 1.35
H -3.520527 -1.438312 3.022604 0.97 0.72 -1.26
H 0.037267 -3.774683 1.040914 -0.35 -1.18 -0.69
H -1.009002 -5.195557 1.553748 0.38 0.84 -1.58
H 2.287783 -5.744085 -0.055101 -1.23 1.28 -0.31
H 1.594883 -3.993798 -0.413892 -0.31 -1.58 0.17
H 1.988340 -4.503875 -2.644114 -0.55 -1.49 0.40
H 2.250674 -6.349119 -2.346341 -1.17 1.45 0.25
H 0.507753 -5.628583 -2.537062 1.51 0.25 0.47
Cl -7.423928 1.491528 6.351793 0.02 0.02 0.07
C -7.295935 0.977932 4.649359 0.00 -0.05 -0.27
C -7.008876 -0.503953 4.518848 -0.22 0.05 -0.20
Cl -5.371475 -0.923218 5.081280 -0.02 -0.01 0.11
H -6.521966 1.581280 4.171503 -0.03 -0.13 0.12
H -8.251504 1.213601 4.176373 0.08 -0.11 0.05
H -7.068739 -0.801030 3.469655 0.05 0.11 0.06
H -7.724916 -1.103333 5.083684 0.14 0.12 0.02

---

86
Properties=species:S:1:pos:R:3:forces:R:3 method="wB97M-V/def2-TZVPD" s_squared=9.790 e_tot_ha=-2973.735644 charge=-1 homo_energy_ev="-1.50 / -1.50" multiplicity=6 homo_lumo_gap_ev="3.58 / 3.91"
Dy -1.960484 -1.383706 -3.076063 -1.62 0.56 -2.58
Cl -3.930013 -1.078506 -1.627160 -1.52 -0.04 0.73
P 0.580959 0.545378 0.510850 -0.30 -0.70 -1.16
C -1.073878 0.426063 1.512144 -0.04 -3.28 -2.66
H -1.739867 0.360542 0.619971 0.03 0.09 0.58
H -1.124577 -0.582994 1.965930 1.24 -0.86 -1.07
C 0.499869 0.826772 -1.395240 1.10 -0.34 0.40
C 1.090082 -1.225679 0.692405 0.70 0.53 -0.22
C 1.153559 2.131963 -1.879235 -0.01 0.17 0.27
H 1.177414 0.011826 -1.707143 0.33 0.18 -0.11
C 1.171570 2.180957 -3.408972 0.00 0.01 0.11
H 0.583806 2.983316 -1.480212 0.05 -0.10 -0.21
H 2.183389 2.227541 -1.503336 -0.17 -0.09 -0.15
C -0.231250 2.149695 -4.000064 -0.53 -0.56 0.00
H 1.700176 3.083217 -3.739268 -0.05 -0.08 -0.02
H 1.740356 1.319652 -3.781002 0.03 -0.01 0.01
C -1.014890 0.902012 -3.478566 0.86 1.34 0.83
H -0.775184 3.056942 -3.723745 0.18 -0.15 -0.12
H -0.191548 2.099559 -5.094135 0.08 0.09 0.01
C -0.806080 0.601367 -2.034000 -2.30 0.23 0.66
H -2.099629 1.012547 -3.693682 0.34 0.10 -0.15
H -0.630390 0.053907 -4.129344 0.20 -0.01 -0.77
H -1.983250 2.789625 -2.317396 -0.08 0.43 -0.04
H -1.669438 0.202922 -1.442955 0.87 1.17 -0.23
C 1.765324 1.657722 1.383654 0.24 -0.17 -0.14
C 1.390600 -1.574164 2.160715 0.03 -0.02 -0.05
H 0.185282 -1.752701 0.354648 -0.05 0.21 0.28
C 1.508201 -3.092504 2.323874 -0.03 0.05 0.00
H 2.340980 -1.103438 2.459470 -0.12 -0.10 -0.05
H 0.616091 -1.182912 2.835156 0.19 -0.07 -0.19
C 2.516971 -3.702318 1.347229 0.10 -0.04 -0.04
H 1.795358 -3.324237 3.356627 -0.05 -0.05 -0.10
H 0.520374 -3.543098 2.157006 0.18 0.08 0.05
C 2.299328 -3.253985 -0.099316 0.07 0.10 -0.01
H 3.530410 -3.410645 1.653416 -0.04 0.00 0.03
H 2.473010 -4.796009 1.403260 0.04 0.07 0.04
C 2.209567 -1.729583 -0.231439 0.05 -0.36 0.17
H 3.109783 -3.626805 -0.737976 -0.08 -0.04 0.10
H 1.366320 -3.668477 -0.497806 0.09 -0.03 0.10
H 3.174133 -1.263491 0.016781 -0.15 -0.14 -0.04
H 1.979323 -1.502718 -1.275593 0.11 -0.03 0.26
C 1.536416 3.169460 1.183095 -0.09 0.08 -0.12
H 1.564404 1.436444 2.449494 -0.11 0.02 -0.25
C 2.377364 3.958683 2.194816 -0.10 -0.26 0.07
H 1.858052 3.454759 0.172687 -0.07 -0.09 0.24
H 0.471466 3.426902 1.272079 0.21 -0.16 0.08
C 3.871244 3.624521 2.092817 -0.01 0.04 -0.17
H 2.219361 5.033118 2.048536 0.05 -0.10 0.03
H 2.021325 3.718715 3.203912 -0.01 0.02 -0.03
C 4.156650 2.118774 2.055140 -0.11 -0.11 0.10
H 4.281630 4.090084 1.187715 -0.06 -0.04 0.01
H 4.403504 4.067110 2.941648 0.01 0.02 -0.10
C 3.244087 1.335021 1.103085 0.07 0.08 0.01
H 5.200472 1.937880 1.774772 -0.05 0.07 0.09
H 4.027082 1.708920 3.065574 -0.01 0.01 -0.06
H 3.485959 1.595616 0.060649 -0.07 -0.07 0.20
H 3.446032 0.261680 1.213200 -0.04 0.35 0.01
C -2.271811 3.738596 -1.869839 0.80 -0.77 0.70
C -1.436706 1.313817 2.433563 -0.12 4.43 2.40
H -1.679159 4.650095 -2.045754 -0.36 -0.49 -0.05
C -2.790945 1.917876 2.378060 -0.87 0.00 0.56
H -0.804345 1.503533 3.328068 -0.66 -0.33 -0.37
C -3.755116 1.636662 1.188374 -0.05 0.05 0.43
H -3.325134 1.405939 3.204654 -0.49 0.59 0.06
H -2.787025 2.982336 2.621973 -0.25 0.37 0.00
C -3.710078 2.275545 -0.227189 -0.24 -0.56 -0.91
H -3.765818 0.548460 1.033888 0.06 0.16 -0.10
H -4.767131 1.829068 1.575266 0.27 0.17 0.11
C -3.067315 3.635006 -0.610667 -1.16 0.71 -0.28
H -3.375724 1.498431 -0.921819 0.46 0.24 0.06
H -4.771283 2.349270 -0.527617 0.29 0.04 0.19
H -3.940421 4.241967 -0.977413 0.32 0.23 1.14
H -2.589562 4.144303 0.241868 -0.20 -0.05 -0.19
C -0.286841 -2.169935 -1.975952 1.22 -3.00 1.36
C -0.973164 -3.138276 -1.580217 2.05 0.63 -0.13
C -1.503618 -4.362124 -1.095803 -0.73 -0.42 0.40
C -1.487191 -4.614158 0.292590 -0.27 -0.31 -0.29
C -2.000936 -5.815606 0.781561 0.00 0.05 -0.39
C -2.570244 -6.746442 -0.100689 0.13 0.19 -0.09
C -2.621897 -6.479634 -1.476936 0.11 0.04 0.30
C -2.082500 -5.299590 -1.980054 0.11 0.16 0.41
H -1.104533 -3.840817 0.964909 -0.13 -0.36 -0.30
H -1.959716 -6.019726 1.851670 -0.09 0.02 -0.26
H -2.978584 -7.680403 0.285345 0.09 0.22 -0.09
H -3.080754 -7.196287 -2.160227 0.12 0.16 0.22
H -2.109253 -5.071150 -3.050316 0.03 -0.13 0.40